[1]
C52H61F3N4O4P2S4SeSiTa | wB97M-V/def2-TZVPD

Cartesian coordinates (Å):
Ta: 0.4061 0.0623 0.0818
N: 0.1811 0.1927 2.0266
S: -0.4936 0.0841 3.3279
N: -0.7055 -1.3815 3.9603
S: -1.9559 -2.3199 3.9160
N: -2.5663 -2.7920 2.5754
S: -1.7337 -3.1916 1.2307
N: -1.1169 -1.8095 0.8291
C: -0.7483 -4.5252 1.9099
C: 0.6216 -4.3895 2.0896
C: 1.3255 -5.4500 2.6355
C: 0.6659 -6.6163 3.0041
C: -0.7098 -6.7209 2.8512
C: -1.4321 -5.6742 2.3007
C: -3.0996 -3.7639 0.2646
C: -3.1179 -5.0297 -0.3007
C: -4.2627 -5.4239 -0.9759
C: -5.3359 -4.5508 -1.0988
C: -5.2779 -3.2718 -0.5523
C: -4.1568 -2.8679 0.1490
C: -3.3437 -1.6694 4.7793
C: -4.6306 -1.8298 4.2773
C: -5.6909 -1.3590 5.0384
C: -5.4543 -0.7521 6.2664
C: -4.1573 -0.6056 6.7491
C: -3.0875 -1.0698 6.0082
C: -1.4407 -3.6784 4.9115
C: -0.1088 -3.8544 5.2646
C: 0.2227 -4.9613 6.0319
C: -0.7633 -5.8528 6.4346
C: -2.0926 -5.6552 6.0717
C: -2.4436 -4.5636 5.3012
C: -2.0548 0.9136 3.4040
C: -2.9482 0.7723 2.3437
C: -4.1980 1.3657 2.4668
C: -4.5306 2.0906 3.6048
C: -3.6185 2.2373 4.6393
C: -2.3723 1.6414 4.5499
C: 0.4920 0.9073 4.5230
C: 0.9553 2.1633 4.1467
C: 1.7759 2.8484 5.0247
C: 2.1241 2.2756 6.2469
C: 1.6441 1.0230 6.6044
C: 0.8129 0.3237 5.7374
H: 1.1361 -3.4810 1.8156
H: 2.3969 -5.3676 2.7614
H: 1.2264 -7.4448 3.4183
H: -1.2265 -7.6241 3.1512
H: -2.5067 -5.7522 2.1887
H: -2.2550 -5.6802 -0.2528
H: -4.3133 -6.4150 -1.4068
H: -6.2212 -4.8646 -1.6373
H: -6.1123 -2.5924 -0.6693
H: -4.0923 -1.8829 0.5959
H: -4.7880 -2.3139 3.3227
H: -6.7037 -1.4755 4.6755
H: -6.2886 -0.4007 6.8609
H: -3.9812 -0.1331 7.7070
H: -2.0710 -0.9783 6.3795
H: 0.6384 -3.1394 4.9475
H: 1.2537 -5.1237 6.3182
H: -0.4973 -6.7062 7.0456
H: -2.8556 -6.3514 6.3942
H: -3.4757 -4.3976 5.0134
H: -2.6685 0.2130 1.4561
H: -4.9231 1.2688 1.6722
H: -5.5079 2.5521 3.6809
H: -3.8767 2.8131 5.5199
H: -1.6569 1.7463 5.3555
H: 0.6857 2.5800 3.1813
H: 2.1464 3.8313 4.7589
H: 2.7749 2.8113 6.9268
H: 1.9105 0.5899 7.5603
H: 0.4308 -0.6563 5.9926
C: 3.1798 -0.1629 2.5265
P: 2.8549 0.3961 0.8274
C: 4.0604 -0.6655 -0.0381
C: 3.5394 2.0538 0.6802
C: 4.2698 2.6745 1.6870
C: 4.8115 3.9353 1.4617
C: 4.6229 4.5651 0.2396
C: 3.8845 3.9459 -0.7626
C: 3.3349 2.6876 -0.5546
P: 2.3856 1.7787 -1.8342
C: 3.7101 1.3461 -3.0272
C: 1.5619 3.1327 -2.7441
H: 2.8564 0.5744 3.2578
H: 4.2451 -0.3601 2.6383
H: 2.6246 -1.0869 2.6953
H: 5.0585 -0.3127 0.2219
H: 3.9470 -0.6503 -1.1148
H: 3.9408 -1.6926 0.3062
H: 4.4384 2.1813 2.6372
H: 5.3949 4.4180 2.2364
H: 5.0641 5.5378 0.0588
H: 3.7557 4.4538 -1.7127
H: 4.2337 2.2536 -3.3296
H: 3.2606 0.8828 -3.9069
H: 4.4344 0.6571 -2.6007
H: 2.3026 3.7457 -3.2554
H: 0.9740 3.7398 -2.0632
H: 0.8956 2.7030 -3.4940
C: -1.3141 5.0983 -1.1772
Si: -0.5994 4.6023 0.4243
C: -1.8385 4.6261 1.7548
C: 0.9453 5.4416 0.8562
Se: -0.0978 2.3087 0.2438
H: -2.2243 5.6786 -1.0070
H: -1.5660 4.2233 -1.7807
H: -0.6239 5.7220 -1.7490
H: -2.0359 5.6571 2.0649
H: -1.4932 4.0578 2.6239
H: -2.7741 4.1826 1.4045
H: 0.7301 6.4889 1.0901
H: 1.6536 5.4098 0.0282
H: 1.4159 4.9769 1.7269
C: -4.2111 1.6822 -2.4817
C: -3.5831 1.5552 -1.1131
O: -2.4592 0.6646 -1.1173
H: -5.1381 2.2543 -2.4222
H: -4.4605 0.6961 -2.8803
H: -3.5447 2.1911 -3.1816
H: -4.3066 1.1596 -0.4064
H: -3.2323 2.5255 -0.7495
H: -2.3253 0.3724 -2.0255
F: 1.9149 -1.2752 -2.0833
C: 1.2908 -2.5015 -1.8563
F: 0.7114 -2.8504 -2.9872
F: 2.2383 -3.3597 -1.5208
S: 0.0295 -2.1935 -0.4538
O: -0.4021 -0.9361 -1.2896
O: -0.4925 -3.5820 -0.5750
O: 1.2172 -1.7086 0.4171

The orbital gap is 7.26 eV. The total charge is +3. The multiplicity is 1. The energy above the lowest of the compared OMol25 structures with the same formula, charge and spin comes out at 65.4 kcal/mol. Its largest force on an atom is 0.1755 Eh/bohr. As for the total energy: -7860.0367 Eh. Its LUMO energy is -7.6 eV.

[2]
C38H54AlAsN2PS2Si | wB97M-V/def2-TZVPD

Cartesian coordinates (Å):
Al: -0.1346 -0.1136 0.0697
S: 2.0523 0.1386 -0.4277
C: 2.6889 1.7983 -0.2764
C: 4.0690 1.9259 -0.3529
C: 4.6523 3.1783 -0.3190
C: 3.8521 4.3036 -0.1996
C: 2.4765 4.1693 -0.1188
C: 1.8702 2.9198 -0.1635
As: -0.0552 2.6540 -0.1120
C: -0.3749 2.5663 -2.0339
C: 0.6403 2.3539 -2.9607
C: 0.3591 2.2741 -4.3151
C: -0.9419 2.4068 -4.7674
C: -1.9631 2.6182 -3.8569
C: -1.6799 2.6911 -2.5048
C: -0.6124 4.4729 0.3205
C: -1.1422 5.3724 -0.5919
C: -1.5132 6.6413 -0.1790
C: -1.3479 7.0225 1.1419
C: -0.8035 6.1338 2.0554
C: -0.4504 4.8624 1.6457
H: 4.6702 1.0356 -0.4553
H: 5.7246 3.2734 -0.4003
H: 4.3005 5.2864 -0.1851
H: 1.8547 5.0547 -0.0416
H: 1.6692 2.2650 -2.6314
H: 1.1620 2.1184 -5.0205
H: -1.1610 2.3478 -5.8226
H: -2.9827 2.7232 -4.1988
H: -2.4871 2.8583 -1.8019
H: -1.2606 5.0847 -1.6301
H: -1.9296 7.3345 -0.8939
H: -1.6479 8.0081 1.4605
H: -0.6601 6.4333 3.0825
H: -0.0312 4.1533 2.3568
C: -3.2135 1.5972 0.7889
Si: -2.5942 -0.0413 -0.0048
C: -3.2163 -1.4659 1.1287
C: -3.4294 -0.3143 -1.7167
H: -4.2849 1.6010 0.9580
H: -2.9755 2.4548 0.1610
H: -2.7202 1.7583 1.7472
H: -4.2988 -1.5374 1.1558
H: -2.8734 -1.3348 2.1510
H: -2.8323 -2.4180 0.7723
H: -4.4936 -0.0977 -1.6896
H: -3.3180 -1.3510 -2.0229
H: -2.9815 0.3120 -2.4836
C: -0.7547 0.1492 4.0003
P: 0.4324 0.0549 2.6015
C: 1.7060 1.2371 3.1890
C: 1.1814 -1.5785 2.8739
C: 0.3233 -2.6767 2.8209
C: 0.8184 -3.9592 2.9454
C: 2.1789 -4.1610 3.1088
C: 3.0393 -3.0764 3.1453
C: 2.5472 -1.7865 3.0259
H: -0.2263 0.0103 4.9437
H: -1.5161 -0.6216 3.9021
H: -1.2352 1.1257 3.9917
H: 1.9917 0.9887 4.2124
H: 1.2752 2.2394 3.1629
H: 2.5818 1.2242 2.5421
H: -0.7360 -2.5183 2.6673
H: 0.1459 -4.8034 2.8984
H: 2.5690 -5.1641 3.2016
H: 4.0998 -3.2330 3.2705
H: 3.2304 -0.9500 3.0551
C: 0.8485 -5.7659 -3.4388
C: 1.1778 -5.1746 -4.8051
C: 0.4819 -3.8457 -5.1044
C: 1.0494 -2.6477 -4.3375
N: 0.5121 -2.5686 -2.9939
C: 1.0633 -2.5808 -1.7893
S: -0.0356 -2.4626 -0.4554
N: 2.3369 -2.7462 -1.4802
C: 3.5303 -2.8135 -2.2999
C: 4.7641 -2.8539 -1.3997
C: 4.7834 -4.0379 -0.4319
C: 4.7119 -5.3868 -1.1366
H: 1.3290 -6.7361 -3.3389
H: -0.2237 -5.9135 -3.3363
H: 1.1863 -5.1338 -2.6212
H: 0.8754 -5.8924 -5.5698
H: 2.2584 -5.0464 -4.9004
H: -0.5833 -3.9349 -4.8869
H: 0.5857 -3.6403 -6.1700
H: 0.7704 -1.7202 -4.8506
H: 2.1318 -2.7080 -4.3090
H: -0.4979 -2.5209 -2.9734
H: 2.5255 -2.6668 -0.4873
H: 3.5955 -1.9315 -2.9470
H: 3.5042 -3.7173 -2.9143
H: 4.8180 -1.9224 -0.8325
H: 5.6425 -2.9072 -2.0470
H: 3.9580 -3.9601 0.2780
H: 5.7085 -3.9831 0.1420
H: 3.7362 -5.5505 -1.5902
H: 4.8871 -6.1893 -0.4252
H: 5.4729 -5.4560 -1.9114

The orbital gap is 8.43 eV. The total charge is +1. The multiplicity is 1. The energy above the lowest of the compared OMol25 structures with the same formula, charge and spin comes out at 1.6 kcal/mol. Its largest force on an atom is 0.0170 Eh/bohr. As for the total energy: -5495.2802 Eh. Its LUMO energy is -1.8 eV.

[3]
C5H10O2 | wB97M-V/def2-TZVPD

Cartesian coordinates (Å):
O: -0.8514 0.0862 2.1701
C: -1.1362 -1.2386 0.9970
C: -1.0235 -0.4278 -0.1659
C: 0.3013 -0.2258 -0.8629
C: 0.3963 1.0838 -1.6695
O: 1.5308 1.5443 -0.9225
C: 1.4946 0.3908 -0.0803
H: 0.0660 -0.0447 2.4608
H: -2.1204 -1.5050 1.3679
H: -0.3198 -1.8668 1.3479
H: -0.9117 0.4265 0.9984
H: -1.9207 -0.3426 -0.7822
H: 0.6020 -1.1122 -1.4301
H: -0.4697 1.7468 -1.5368
H: 0.6231 0.9848 -2.7366
H: 2.4377 -0.1690 -0.1207
H: 1.3016 0.6692 0.9656

The orbital gap is 9.22 eV. The multiplicity is 1. The energy above the lowest of the compared OMol25 structures with the same formula, charge and spin comes out at 128.5 kcal/mol. Its largest force on an atom is 0.0095 Eh/bohr. As for the total energy: -346.8206 Eh. Its LUMO energy is 0.8 eV.

> The highest orbital gap belongs to which entry?

C5H10O2